# HO3S3

A structure of composition HO3S3 (the ωB97M-V functional and the def2-TZVPD basis, the OMol25 dataset).

Results
* energy above the lowest of the compared OMol25 structures with the same formula, charge and spin: 54.2 kcal/mol
* E: -38664.168 eV

The geometry in ORCA input format:
```
! wB97M-V def2-TZVPD RIJCOSX def2/J DEFGRID3
* xyz -1 1
O 4.489 -0.504 0.122
O 2.740 1.113 0.842
O 0.635 1.360 -1.036
S 1.515 -1.280 -0.287
S 0.721 0.598 0.147
S 3.329 0.243 -0.241
H -0.664 -0.006 0.188
*
```